{"formula": "C21H16N3OSTeY", "method": "ωB97M-V/def2-TZVPD", "orbital_gap_ev": 6.68, "charge": 0, "homo_energy_ev": -7.887, "symbols": ["C", "C", "H", "C", "C", "Te", "H", "H", "H", "N", "C", "H", "O", "H", "N", "H", "C", "C", "C", "C", "C", "C", "H", "H", "Y", "H", "S", "N", "H", "C", "C", "C", "H", "C", "C", "C", "C", "H", "C", "H", "C", "H", "H", "C"], "positions_angstrom": [[-1.9017, 2.8460, -0.3556], [-1.6341, 0.7520, 0.1766], [-3.3748, 0.6339, 1.5634], [-3.3916, -3.0310, 1.8717], [-3.2841, -4.1132, 4.0670], [1.8329, 2.2513, 1.9673], [-1.0636, -2.6623, 4.3122], [2.1003, -0.8712, -2.9588], [-3.7210, 3.2117, 0.8742], [0.6643, -0.3112, -1.5280], [-1.6876, -1.4743, 1.2001], [-0.1616, 3.7822, -3.7774], [1.3200, 3.2513, -2.4430], [-4.3056, -3.5723, 1.6690], [-1.1200, 1.7976, -0.5882], [2.9976, -0.5430, 0.4251], [1.2414, -2.5030, -1.6988], [-2.7700, 1.2217, 0.8920], [5.0815, 1.5230, -1.1666], [-2.7391, -3.2104, 3.0885], [3.3227, 1.5851, 0.6074], [0.8941, 3.9789, -3.5568], [1.0061, 5.0563, -3.3982], [-0.1072, -3.2114, -0.0993], [1.1713, 1.8924, -0.9603], [-1.6950, 3.7998, -0.8225], [4.3583, 2.7313, -0.1819], [-3.7190, -4.8353, 4.8476], [-3.3655, -2.0168, -0.0171], [-0.0570, -1.0435, -0.5858], [-2.9486, 2.5388, 0.5412], [-2.8646, -2.1617, 0.9315], [-0.1250, -1.1066, 2.6186], [1.4262, -1.1952, -2.1774], [-1.5603, -2.5195, 3.3624], [-1.0371, -1.6556, 2.4174], [0.3034, -2.4081, -0.6897], [5.8572, 1.7769, -1.8711], [-1.0953, -0.5293, 0.2094], [1.4714, 3.7190, -4.4500], [4.5484, 0.2969, -0.9205], [4.8577, -0.6059, -1.4278], [1.7245, -3.3937, -2.0652], [3.5501, 0.3286, 0.0977]], "forces_ev_per_angstrom": [[0.0, 0.0, 0.0], [0.1, 0.0, 0.0], [0.0, 0.0, 0.0], [0.0, 0.0, 0.0], [0.0, 0.0, 0.0], [0.0, -0.1, -0.1], [0.0, 0.0, 0.0], [0.0, 0.0, 0.0], [0.0, 0.0, 0.0], [0.1, -0.1, 0.0], [0.0, 0.0, 0.0], [0.0, 0.0, 0.0], [-0.2, -0.1, -0.1], [0.0, 0.0, 0.0], [-0.1, 0.1, 0.0], [0.0, 0.0, 0.1], [0.0, 0.0, 0.0], [0.0, 0.0, 0.0], [0.0, 0.1, 0.0], [0.0, 0.0, 0.0], [0.1, 0.2, 0.2], [0.0, 0.1, -0.1], [0.0, 0.0, 0.1], [0.0, 0.0, 0.0], [0.0, 0.0, 0.0], [0.0, 0.0, 0.0], [0.0, -0.2, 0.0], [0.0, 0.0, 0.0], [0.0, 0.0, 0.0], [-0.1, 0.0, -0.1], [0.0, 0.0, 0.0], [0.0, 0.0, 0.0], [0.0, 0.0, 0.0], [0.1, 0.0, 0.1], [0.0, 0.0, 0.0], [0.0, 0.0, 0.0], [0.1, 0.0, 0.1], [0.0, 0.0, 0.0], [-0.1, 0.0, 0.0], [0.0, 0.0, 0.0], [0.0, -0.1, 0.1], [0.0, 0.0, 0.0], [0.0, 0.0, 0.0], [-0.2, 0.0, -0.2]]}